Record 1
50
Properties=species:S:1:pos:R:3 method="wB97M-V/def2-TZVPD" total_charge=0 e_tot_ha=-1584.12917 gap_ev=9.0 homo_ev=-9.00
C -0.3098 -2.0209 4.9759
C -1.0287 -0.9334 4.1756
F -2.3468 -1.3365 3.9638
C -0.3680 -0.5606 2.7969
I -1.6211 -1.1288 1.1251
I -0.1533 1.6010 2.7087
O 0.8466 -1.2391 2.6035
C 2.0355 -0.5827 2.3918
O 2.7290 -0.8376 1.4739
H 0.5983 -2.3856 4.5014
H -0.0604 -1.6593 5.9769
H -0.9952 -2.8660 5.0910
H -1.1084 -0.0162 4.7636
H 2.3432 0.0664 3.2230
C -3.5982 -0.1383 -4.2246
C -3.2287 0.1706 -2.7821
C -2.0805 1.1639 -2.6899
O -2.9151 -1.0244 -2.0769
H -2.7464 -0.5886 -4.7437
H -4.4257 -0.8464 -4.2637
H -3.8842 0.7665 -4.7633
H -4.1007 0.5801 -2.2669
H -1.1853 0.7497 -3.1641
H -1.8399 1.3716 -1.6470
H -2.3259 2.1033 -3.1880
H -2.1424 -1.4282 -2.4949
C 1.3609 -3.9466 -3.6707
C -0.1460 -4.1363 -3.6752
C -0.6481 -4.7260 -4.9820
O -0.8078 -2.9005 -3.3961
H 1.6573 -3.2568 -4.4666
H 1.6909 -3.5281 -2.7203
H 1.8763 -4.8939 -3.8341
H -0.4315 -4.7896 -2.8489
H -0.4085 -4.0582 -5.8147
H -1.7297 -4.8556 -4.9527
H -0.1850 -5.6935 -5.1797
H -0.5943 -2.2713 -4.0959
C 3.0219 3.8484 2.6461
C 2.2838 5.1599 2.8560
C 3.1165 6.1771 3.6167
O 1.0399 4.9247 3.5236
H 3.2638 3.3948 3.6125
H 2.3809 3.1584 2.0993
H 3.9503 3.9852 2.0910
H 2.0016 5.5750 1.8863
H 3.3699 5.7917 4.6087
H 2.5619 7.1061 3.7468
H 4.0465 6.3957 3.0904
H 1.2407 4.5584 4.3931

Record 2
10
Properties=species:S:1:pos:R:3 method="wB97M-V/def2-TZVPD" relative_energy_ev=4.0853 total_charge=0 e_tot_ha=-7913.20589 gap_ev=8.1 homo_ev=-9.23
C 0.9999 0.5660 -0.0783
C 1.1776 -0.7740 0.4589
C -2.9259 0.2858 0.2053
O 0.0179 -0.0618 0.6870
Br -2.1546 -0.9305 -0.9728
Br -2.3608 2.0703 -0.1623
Br 1.2357 -2.2887 -0.6279
H 1.5651 1.4574 0.2038
H 0.6671 0.5264 -1.2115
H 1.7779 -0.8509 1.4978

Record 3
71
Properties=species:S:1:pos:R:3 method="wB97M-V/def2-TZVPD" relative_energy_ev=3.0639 total_charge=+2 e_tot_ha=-2130.46535 gap_ev=6.1 homo_ev=-12.39
Hf 0.1342 0.5087 -2.2466
C -1.0077 -1.1384 0.1155
C 0.2782 -1.2441 -0.6141
C 0.5786 -0.0578 1.3776
C -0.7980 -0.3841 1.2720
C 1.2661 -0.5725 0.2657
C -2.2011 -1.9897 -0.0737
H -2.1697 -2.5720 -1.0032
H -3.1266 -1.3852 -0.0908
H -2.3110 -2.7249 0.7534
C -1.8138 -0.1314 2.3238
H -2.8207 -0.0908 1.8935
H -1.6190 0.8149 2.8422
H -1.8146 -0.9253 3.0865
C 1.1948 0.5623 2.5775
H 1.2256 -0.1433 3.4241
H 0.6170 1.4366 2.9106
H 2.2234 0.8801 2.3802
C 2.7345 -0.7654 0.2182
H 3.0474 -1.6016 0.8735
H 3.2642 0.1380 0.5578
H 3.1013 -0.9804 -0.7942
C 0.6494 -2.4549 -1.4140
H 1.1004 -3.2225 -0.7596
H 1.3860 -2.2355 -2.2041
H -0.2217 -2.9144 -1.9048
C -1.6522 1.5383 -4.3385
C -2.1921 0.3745 -5.1919
C -1.2513 -0.4389 -6.0973
C 0.2347 -0.4078 -5.7927
C 0.6059 -0.4709 -4.2647
C 1.4767 0.8020 -3.9028
C 0.9737 2.1649 -4.4801
C -0.4646 2.3177 -4.9775
H -1.3647 -0.0372 -7.1179
H 0.7424 0.4603 -6.2375
H -1.5991 -1.4828 -6.1610
H -0.4994 2.1542 -6.0660
H -2.4372 2.3168 -4.3460
H -3.0772 0.6532 -5.7885
H -0.7337 3.3834 -4.8858
H 1.1782 2.9815 -3.7759
H 2.4361 0.5664 -4.3996
H 1.6313 2.3627 -5.3452
H 0.6949 -1.2881 -6.2652
H 1.2320 -1.3691 -4.1489
P -3.0597 -0.3375 -3.7563
C -4.7220 0.2366 -3.4902
C -2.7517 -2.0758 -3.6986
P 2.9752 1.2052 -2.3125
C -1.8525 0.8346 -2.9599
C 4.2878 0.1135 -2.9586
C 3.5772 2.8615 -2.7537
H -4.7712 0.9312 -2.6351
H -5.3523 -0.6332 -3.2617
H -5.1200 0.7388 -4.3866
H -1.8948 -2.3750 -4.3089
H -3.6495 -2.5607 -4.1116
H -2.5979 -2.4380 -2.6787
H 3.1557 3.2401 -3.6945
H 4.6660 2.7966 -2.8373
H 3.3028 3.5493 -1.9427
H -2.2920 1.5058 -2.2142
H -0.3576 -0.7179 -3.7064
H 4.8008 -0.3227 -2.0833
H 4.9837 0.7133 -3.5609
H 3.8611 -0.7015 -3.5691
Cl -0.8765 2.5757 -0.2197
C 0.6071 2.4554 -1.2212
H 1.4507 2.5201 -0.5144
H 0.6076 3.3579 -1.8543

Record 4
76
Properties=species:S:1:pos:R:3 method="wB97M-V/def2-TZVPD" total_charge=+2 e_tot_ha=-4631.20021 gap_ev="6.3 / 6.3" homo_ev="-13.35 / -13.35"
Be 0.1604 0.2360 0.5439
C -5.1763 0.0426 5.3555
C -5.3500 -0.5943 3.9836
N -4.0601 -0.7862 3.2892
C -3.6824 0.1171 2.3739
C -2.4555 0.1453 1.7752
C -2.1988 1.2054 0.7391
O -2.9839 2.1164 0.5928
O -1.1037 1.0389 0.0555
C -1.4635 -0.7792 2.1767
O -0.2553 -0.7388 1.7865
C -1.8869 -1.8074 3.1067
C -1.0101 -2.8370 3.4651
C -1.4086 -3.8139 4.3233
F -0.5578 -4.8258 4.5889
C -2.6893 -3.8235 4.9077
C -3.5491 -2.7974 4.5590
C -3.1789 -1.7960 3.6524
N -3.1085 -4.8104 5.8218
C -4.3565 -5.5154 5.5769
C -5.0133 -5.8933 6.8907
N -4.0561 -6.7573 7.6669
C -2.7506 -6.0372 7.8904
C -2.1574 -5.6359 6.5492
H -6.1517 0.2280 5.8047
H -4.6580 0.9974 5.2645
H -4.6002 -0.5948 6.0271
H -5.9533 0.0446 3.3452
H -5.8627 -1.5524 4.0428
H -4.4030 0.8794 2.1007
H -0.0197 -2.8650 3.0297
H -4.5210 -2.7611 5.0309
H -4.1746 -6.4289 4.9872
H -5.0480 -4.9045 5.0053
H -5.9422 -6.4393 6.7439
H -5.2013 -5.0087 7.4955
H -3.8755 -7.6131 7.1379
H -4.4672 -7.0431 8.5556
H -2.0798 -6.6973 8.4353
H -2.9719 -5.1616 8.4960
H -1.8785 -6.5365 5.9837
H -1.2463 -5.0834 6.7558
F 1.0606 -4.1469 -0.9152
C 2.2588 -4.4746 -1.3859
C 2.5551 -5.7630 -1.5758
F 1.6443 -6.6723 -1.2953
C 3.8434 -6.1920 -2.1001
C 4.7949 -5.1186 -2.3506
C 4.4936 -3.8312 -2.1442
F 5.4114 -2.9060 -2.3566
C 3.1878 -3.4078 -1.6861
C 2.8573 -2.0923 -1.5527
C 1.5829 -1.6155 -1.0975
N 0.6449 -1.0733 -0.7275
C 3.7174 -0.9900 -1.8944
N 4.2889 -0.0329 -2.1764
F 6.0024 -5.4320 -2.7629
C 4.1350 -7.4940 -2.3365
C 3.2397 -8.5738 -2.0168
N 2.5826 -9.4749 -1.7415
C 5.3671 -7.9405 -2.9262
N 6.3097 -8.3606 -3.4316
C 0.9260 2.0304 -2.2308
As 1.3942 2.5110 -0.4398
C 3.1512 3.2544 -0.4813
C 0.2497 3.8854 0.2345
O 1.4448 1.1433 0.5706
H 0.9729 2.9194 -2.8576
H -0.0781 1.6170 -2.2389
H 1.6486 1.2989 -2.5876
H 3.1825 4.0295 -1.2447
H 3.8749 2.4752 -0.7127
H 3.3745 3.6885 0.4893
H 0.4910 4.8132 -0.2822
H 0.4633 3.9958 1.2956
H -0.7943 3.6250 0.0848

Copy entry 1 word for word.
50
Properties=species:S:1:pos:R:3 method="wB97M-V/def2-TZVPD" total_charge=0 e_tot_ha=-1584.12917 gap_ev=9.0 homo_ev=-9.00
C -0.3098 -2.0209 4.9759
C -1.0287 -0.9334 4.1756
F -2.3468 -1.3365 3.9638
C -0.3680 -0.5606 2.7969
I -1.6211 -1.1288 1.1251
I -0.1533 1.6010 2.7087
O 0.8466 -1.2391 2.6035
C 2.0355 -0.5827 2.3918
O 2.7290 -0.8376 1.4739
H 0.5983 -2.3856 4.5014
H -0.0604 -1.6593 5.9769
H -0.9952 -2.8660 5.0910
H -1.1084 -0.0162 4.7636
H 2.3432 0.0664 3.2230
C -3.5982 -0.1383 -4.2246
C -3.2287 0.1706 -2.7821
C -2.0805 1.1639 -2.6899
O -2.9151 -1.0244 -2.0769
H -2.7464 -0.5886 -4.7437
H -4.4257 -0.8464 -4.2637
H -3.8842 0.7665 -4.7633
H -4.1007 0.5801 -2.2669
H -1.1853 0.7497 -3.1641
H -1.8399 1.3716 -1.6470
H -2.3259 2.1033 -3.1880
H -2.1424 -1.4282 -2.4949
C 1.3609 -3.9466 -3.6707
C -0.1460 -4.1363 -3.6752
C -0.6481 -4.7260 -4.9820
O -0.8078 -2.9005 -3.3961
H 1.6573 -3.2568 -4.4666
H 1.6909 -3.5281 -2.7203
H 1.8763 -4.8939 -3.8341
H -0.4315 -4.7896 -2.8489
H -0.4085 -4.0582 -5.8147
H -1.7297 -4.8556 -4.9527
H -0.1850 -5.6935 -5.1797
H -0.5943 -2.2713 -4.0959
C 3.0219 3.8484 2.6461
C 2.2838 5.1599 2.8560
C 3.1165 6.1771 3.6167
O 1.0399 4.9247 3.5236
H 3.2638 3.3948 3.6125
H 2.3809 3.1584 2.0993
H 3.9503 3.9852 2.0910
H 2.0016 5.5750 1.8863
H 3.3699 5.7917 4.6087
H 2.5619 7.1061 3.7468
H 4.0465 6.3957 3.0904
H 1.2407 4.5584 4.3931

Please write out number 2 again, unchanged.
10
Properties=species:S:1:pos:R:3 method="wB97M-V/def2-TZVPD" relative_energy_ev=4.0853 total_charge=0 e_tot_ha=-7913.20589 gap_ev=8.1 homo_ev=-9.23
C 0.9999 0.5660 -0.0783
C 1.1776 -0.7740 0.4589
C -2.9259 0.2858 0.2053
O 0.0179 -0.0618 0.6870
Br -2.1546 -0.9305 -0.9728
Br -2.3608 2.0703 -0.1623
Br 1.2357 -2.2887 -0.6279
H 1.5651 1.4574 0.2038
H 0.6671 0.5264 -1.2115
H 1.7779 -0.8509 1.4978